P | ORCA calculation (the ωB97M-V functional and the def2-TZVPD basis) on a cluster of 2 separate species, C11H18 in total.

* SMILES: c1ccccc1.CCCCC
* HOMO energy: -0.3189 Ha
* Kohn-Sham gap: 9.675 eV

```
! wB97M-V def2-TZVPD RIJCOSX def2/J DEFGRID3
* xyz 0 1
C -3.448 -1.344 0.204
C -3.940 -0.066 -0.182
C -2.890 0.880 -0.545
C -1.586 0.481 -0.533
C -1.136 -0.756 -0.092
C -2.060 -1.695 0.357
H -4.142 -2.095 0.598
H -4.982 0.131 -0.096
H -3.106 1.886 -0.745
H -0.880 1.251 -0.836
H -0.107 -0.906 -0.164
H -1.743 -2.636 0.954
C 3.337 -1.606 -0.477
C 2.078 -1.048 0.188
C 1.820 0.431 -0.160
C 0.691 1.075 0.609
C 0.680 2.556 0.252
H 3.266 -1.549 -1.585
H 4.267 -1.153 -0.148
H 3.480 -2.716 -0.215
H 2.174 -1.067 1.313
H 1.222 -1.716 -0.067
H 2.735 0.946 0.073
H 1.639 0.577 -1.237
H 0.830 0.974 1.686
H -0.245 0.466 0.431
H 0.783 2.710 -0.844
H -0.310 2.968 0.580
H 1.573 3.021 0.680
*
```



Q | ORCA calculation (the ωB97M-V functional and the def2-TZVPD basis) on a cluster of 2 separate species, C11H18 in total.

* SMILES: CCc1ccccc1.CCC
* HOMO energy: -0.3328 Ha
* Kohn-Sham gap: 9.997 eV

```
! wB97M-V def2-TZVPD RIJCOSX def2/J DEFGRID3
* xyz 0 1
C -0.402 3.402 0.246
C -0.851 1.940 0.240
C -0.205 1.220 -0.922
C 1.177 0.991 -0.840
C 1.812 0.461 -1.941
C 1.078 -0.013 -3.031
C -0.292 0.083 -3.025
C -0.955 0.716 -1.960
H -0.104 3.841 1.186
H -1.186 4.010 -0.200
H 0.434 3.523 -0.439
H -0.518 1.525 1.180
H -1.934 1.844 0.277
H 1.692 1.291 0.063
H 2.884 0.278 -1.933
H 1.577 -0.529 -3.844
H -0.907 -0.343 -3.802
H -2.025 0.889 -1.980
C 0.981 -2.143 2.550
C 0.045 -2.768 1.515
C -1.355 -2.114 1.460
H 0.683 -2.484 3.544
H 0.806 -1.070 2.645
H 2.016 -2.303 2.266
H 0.555 -2.705 0.549
H -0.073 -3.826 1.739
H -1.462 -1.509 2.368
H -1.344 -1.345 0.686
H -2.126 -2.862 1.399
*
```



How do the energies compare? Relative to the most stable structure, in eV: P 2.498; Q 0.000.



P | ORCA calculation (the ωB97M-V functional and the def2-TZVPD basis) on a cluster of 2 separate species, C11H18 in total.

* SMILES: Cc1ccccc1.CC(C)C
* HOMO energy: -0.3267 Ha
* Kohn-Sham gap: 9.890 eV

```
! wB97M-V def2-TZVPD RIJCOSX def2/J DEFGRID3
* xyz 0 1
C 0.292 2.512 -0.474
C 0.176 1.992 0.915
C 1.292 2.135 1.787
C 1.131 1.851 3.129
C -0.049 1.333 3.630
C -1.123 1.045 2.806
C -0.971 1.424 1.472
H 1.331 2.492 -0.813
H 0.260 3.614 -0.459
H -0.475 2.000 -1.050
H 2.178 2.657 1.453
H 1.953 1.984 3.823
H -0.025 1.040 4.674
H -1.997 0.528 3.168
H -1.834 1.247 0.832
C -0.078 -3.399 -1.871
C 0.318 -1.950 -1.525
C 0.332 -1.168 -2.887
C -0.789 -1.383 -0.601
H -0.423 -3.932 -0.982
H 0.695 -4.012 -2.355
H -0.870 -3.493 -2.618
H 1.298 -1.890 -1.071
H -0.174 -0.205 -2.827
H 1.352 -1.066 -3.245
H -0.317 -1.687 -3.595
H -0.671 -1.337 0.474
H -1.073 -0.423 -1.048
H -1.741 -1.911 -0.742
*
```



Q | ORCA calculation (the ωB97M-V functional and the def2-TZVPD basis) on a cluster of 2 separate species, C11H18 in total.

* SMILES: Cc1ccccc1.CC(C)C
* HOMO energy: -0.3301 Ha
* Kohn-Sham gap: 9.980 eV

```
! wB97M-V def2-TZVPD RIJCOSX def2/J DEFGRID3
* xyz 0 1
C 1.848 0.644 2.506
C 1.797 -0.598 1.674
C 1.968 -0.587 0.268
C 1.723 -1.722 -0.458
C 1.110 -2.866 0.099
C 1.061 -2.893 1.516
C 1.297 -1.766 2.303
H 1.492 1.518 1.940
H 2.877 0.789 2.903
H 1.217 0.553 3.476
H 2.455 0.260 -0.218
H 1.991 -2.097 -1.503
H 0.981 -3.880 -0.286
H 1.019 -3.855 1.997
H 1.078 -1.732 3.375
C -1.017 1.958 -0.367
C -1.662 0.824 -1.237
C -3.142 1.179 -1.345
C -0.959 0.964 -2.561
H 0.037 1.884 -0.520
H -1.272 1.870 0.720
H -1.258 2.974 -0.767
H -1.542 -0.023 -0.626
H -3.491 2.138 -1.706
H -3.676 0.336 -1.825
H -3.575 1.336 -0.386
H -1.355 1.750 -3.228
H 0.120 0.977 -2.526
H -1.120 0.065 -3.220
*
```



How do the energies compare? Relative to the most stable structure, in eV: P 0.000; Q 0.809.



P | ORCA calculation (the ωB97M-V functional and the def2-TZVPD basis) on a structure of composition C7H10O2.

* HOMO energy: -0.3107 Ha
* Kohn-Sham gap: 9.438 eV

```
! wB97M-V def2-TZVPD RIJCOSX def2/J DEFGRID3
* xyz 0 1
C -0.458 -0.878 2.637
C -0.524 0.283 0.708
C -1.332 0.367 -0.506
C -0.871 0.113 -1.779
C 1.002 0.822 -0.975
C 2.105 0.241 -0.201
C 0.807 -0.066 0.231
H -0.718 -1.908 3.132
H 0.655 -0.809 2.403
H -0.675 0.004 3.144
H -0.514 1.053 1.564
H -2.456 0.113 -0.360
H -1.517 -0.574 -2.655
H 0.833 2.134 -1.318
H 2.669 1.044 0.110
H 2.878 -0.417 -0.706
H 0.593 -1.044 -0.411
O -1.079 -0.878 1.425
O 0.314 0.267 -2.124
*
```



Q | ORCA calculation (the ωB97M-V functional and the def2-TZVPD basis) on the molecule C7H10O2.

* SMILES: CO[C@@]12C[C@H]1CC=CO2
* HOMO energy: -0.3326 Ha
* Kohn-Sham gap: 10.059 eV

```
! wB97M-V def2-TZVPD RIJCOSX def2/J DEFGRID3
* xyz 0 1
C 1.955 -0.966 -1.184
O 1.224 -0.263 -0.205
C -0.123 -0.671 -0.145
C -0.330 -1.705 0.900
C -0.693 -0.226 1.163
C -0.136 1.111 1.573
C -0.689 1.845 0.244
C -0.908 1.236 -0.933
O -0.813 -0.147 -1.235
H 1.768 -0.534 -2.290
H 3.024 -0.830 -0.906
H 1.781 -1.999 -1.012
H 0.624 -2.060 1.293
H -1.195 -2.312 0.963
H -1.774 -0.113 1.054
H 0.921 1.126 1.492
H -0.516 1.541 2.542
H -0.962 2.920 0.411
H -1.414 1.802 -1.741
*
```



How do the energies compare? Relative to the most stable structure, in eV: P 3.667; Q 0.000.



P | ORCA calculation (the ωB97M-V functional and the def2-TZVPD basis) on the molecule C7H10O2.

* SMILES: O[C@@]12CC[C@@H]3[C@H](OC1)[C@@H]32
* HOMO energy: -0.3247 Ha
* Kohn-Sham gap: 9.717 eV

```
! wB97M-V def2-TZVPD RIJCOSX def2/J DEFGRID3
* xyz 0 1
O 1.278 0.896 0.259
C 0.066 0.086 0.740
C 0.843 -1.192 0.753
C 1.156 -1.073 -0.789
C -0.052 -0.351 -1.442
C -1.017 0.998 -0.961
O -0.930 1.970 0.142
C -0.709 1.068 1.373
C -1.034 -0.359 -0.364
H 0.930 1.854 0.347
H 1.786 -1.347 1.343
H 0.273 -2.111 1.025
H 2.086 -0.693 -0.894
H 1.162 -2.161 -1.149
H -0.449 -0.575 -2.512
H -1.576 1.489 -1.777
H -1.678 0.625 1.751
H -0.217 1.805 2.102
H -1.918 -0.927 0.052
*
```



Q | ORCA calculation (the ωB97M-V functional and the def2-TZVPD basis) on the molecule C7H10O2.

* SMILES: C=CC(=O)C[C@@H](O)C=C
* HOMO energy: -0.3597 Ha
* Kohn-Sham gap: 10.097 eV

```
! wB97M-V def2-TZVPD RIJCOSX def2/J DEFGRID3
* xyz 0 1
C -0.323 -1.932 -1.654
C 0.747 -1.180 -1.430
C 0.785 0.281 -1.191
O 1.836 0.880 -1.255
C -0.494 0.982 -0.801
C -0.449 1.268 0.725
O -1.679 1.788 1.177
C -0.067 0.016 1.468
C 1.095 -0.163 2.068
H -1.324 -1.543 -1.692
H -0.229 -2.991 -1.830
H 1.730 -1.627 -1.446
H -0.562 1.933 -1.320
H -1.373 0.380 -1.024
H 0.287 2.054 0.914
H -2.343 1.088 1.161
H -0.824 -0.759 1.488
H 1.853 0.600 2.059
H 1.334 -1.076 2.584
*
```



How do the energies compare? Relative to the most stable structure, in eV: P 4.818; Q 0.000.